A structure of composition C28H49LaN2OP3S at a distorted geometry. Source: the OMol25 dataset; level of theory: ωB97M-V/def2-TZVPD.

The calculation puts the HOMO energy (alpha / beta) at -15.325 / -15.325 eV. The calculation puts the frontier orbital gap (alpha / beta) at 2.841 / 2.842 eV. The value obtained for the total energy is -74387.0374 eV. The energy relative to the best compared isomer or geometry (same formula, charge and spin) is 890.1 kJ/mol. Its total charge is +3.

The geometry in XYZ format:
```
85
C28H49LaN2OP3S | the OMol25 dataset | ωB97M-V/def2-TZVPD
La 0.01789 0.56766 -0.24008
S 0.84185 -0.95834 -1.96704
P 2.32140 1.66577 -0.61569
P -2.42703 0.09319 -0.98634
P -0.84984 2.76937 1.14022
O 0.10034 -0.47847 1.97880
N 0.18147 -1.42798 4.12562
N 0.02711 -0.87878 5.48384
C 1.41006 -4.58855 2.70224
C 1.29168 -3.44249 -9.02719
C 0.11865 -0.20421 -6.35120
C 0.29666 -1.52005 6.71510
C -2.40981 -1.33325 -2.00240
C -2.25657 2.42878 2.05920
C -0.39681 0.76090 4.07825
C -0.02896 -5.08953 4.55918
C 0.94728 -2.21039 -9.49021
C 3.33891 1.81650 0.78192
C 0.38198 -2.77511 3.94015
C -0.33356 0.43278 5.37019
C 2.14571 3.33059 -1.25134
C -1.23849 4.07800 0.03658
C -0.02711 -0.37502 3.22262
C 0.26944 -1.48649 -5.81862
C 3.29253 0.79269 -1.78131
C 0.56217 -0.56746 -3.58884
C 0.41105 0.73015 -4.13926
C 0.37445 3.28091 2.23653
C -3.52850 -0.26741 0.29843
C 0.80873 -5.52098 3.53378
C -0.59336 1.34040 6.46687
C -3.13751 1.38572 -1.97511
C -0.23526 -3.72181 4.73485
C 0.48876 -1.66171 -4.46091
C 0.19100 0.90090 -5.50517
C 1.20660 -3.23461 2.87655
H -2.43109 1.80950 -2.70588
H 3.14697 3.58661 -1.62355
H -0.08235 -1.98447 -9.77438
H -0.32788 1.96508 -1.65423
H 1.85575 4.01934 -0.44942
H 3.43222 -0.26855 -1.48911
H 2.86662 0.81616 -2.79708
H -2.07281 -1.11430 -3.02224
H -0.05394 -0.07028 -7.43172
H 0.47896 1.60205 -3.47766
H 1.01180 -0.91331 7.26863
H 0.54667 -4.23532 -8.92718
H 4.11273 2.53343 0.48713
H -0.70374 1.78572 3.85419
H -4.48299 0.17719 0.01119
H -2.30455 3.29692 2.72393
H 0.09157 2.21299 6.41194
H -0.15489 4.02641 2.83848
H 3.82068 0.85101 1.00782
H 2.07086 -4.94790 1.88265
H 0.21736 -2.35936 -6.46938
H 1.69979 -2.50257 2.21174
H 0.72293 -2.50430 6.63586
H 2.32376 -3.67406 -8.75613
H 4.24904 1.29185 -1.76839
H 1.24319 3.74567 1.76188
H 2.84595 2.18020 1.69318
H 1.41324 3.41497 -2.07015
H 0.07874 1.90887 -5.91112
H -3.45305 -1.64503 -2.00713
H 0.97554 -6.60832 3.40065
H -3.63997 -1.35817 0.34133
H -2.07839 3.82828 -0.62363
H 0.60351 -2.66045 -4.04182
H -0.92515 -3.42236 5.54230
H -3.96812 0.90427 -2.50689
H -0.52875 -5.81100 5.22452
H -3.16927 2.37669 1.46476
H -1.77413 -2.14798 -1.61128
H 1.69409 -1.42353 -9.60305
H -0.39702 4.40133 -0.58792
H -0.49067 0.90376 7.45390
H -2.19714 1.51820 2.67569
H -3.26079 0.08737 1.30850
H 0.74621 2.48841 2.90452
H -1.52698 4.88321 0.72078
H -3.52325 2.20246 -1.34963
H -1.62317 1.75492 6.38994
H -0.64103 -1.55326 7.30328
```

Mulliken population analysis, charges in e, atoms 1 to 8: 0.33 -0.10 1.21 1.48 1.02 -0.32 0.32 0.00